DFT (ωB97M-V/def2-TZVPD) results for a molecular structure, C40H33N2O2P2PdS3Se in a non-equilibrium geometry.

XYZ file:
```
84
Properties=species:S:1:pos:R:3:lowdin_charge:R:1
Pd -0.80 1.56 -0.27 0.15
S 0.26 -2.06 -0.45 0.49
P 1.74 -0.64 -0.22 0.58
C 1.13 0.90 -0.52 -0.70
P 1.95 2.39 -0.53 0.46
S 0.38 3.67 -0.33 0.35
C 2.85 2.79 -2.04 -0.36
C 3.59 3.97 -2.12 -0.09
C 4.22 4.31 -3.30 -0.06
C 4.10 3.48 -4.41 -0.07
C 3.33 2.32 -4.35 -0.07
C 2.70 1.98 -3.16 -0.08
C 3.11 2.65 0.84 -0.34
C 4.49 2.68 0.67 -0.10
C 5.33 2.86 1.76 -0.07
C 4.79 3.02 3.03 -0.07
C 3.42 2.99 3.21 -0.07
C 2.58 2.81 2.12 -0.10
C 3.08 -1.12 -1.33 -0.35
C 2.98 -2.21 -2.19 -0.09
C 4.03 -2.51 -3.05 -0.06
C 5.17 -1.72 -3.06 -0.06
C 5.27 -0.63 -2.20 -0.05
C 4.23 -0.33 -1.34 -0.11
C 2.38 -0.87 1.47 -0.33
C 3.68 -1.30 1.75 -0.06
C 4.09 -1.42 3.08 -0.06
C 3.21 -1.13 4.11 -0.07
C 1.91 -0.73 3.83 -0.07
C 1.50 -0.59 2.51 -0.11
H 3.67 4.62 -1.25 0.11
H 4.80 5.22 -3.36 0.11
H 4.59 3.75 -5.34 0.11
H 3.23 1.69 -5.22 0.11
H 2.09 1.09 -3.10 0.10
H 4.92 2.58 -0.32 0.10
H 6.41 2.88 1.62 0.11
H 5.45 3.16 3.88 0.11
H 3.00 3.13 4.20 0.11
H 1.50 2.80 2.26 0.09
H 2.09 -2.83 -2.19 0.07
H 3.95 -3.36 -3.71 0.11
H 5.98 -1.95 -3.73 0.11
H 6.16 -0.01 -2.21 0.12
H 4.31 0.52 -0.66 0.08
H 4.36 -1.55 0.95 0.10
H 5.10 -1.74 3.30 0.11
H 3.53 -1.23 5.14 0.11
H 1.22 -0.52 4.63 0.11
H 0.49 -0.26 2.28 0.09
C -3.37 1.15 2.29 -0.01
N -4.20 0.79 1.15 -0.05
C -4.13 1.31 -0.09 -0.72
Se -2.99 2.62 -0.77 0.67
N -5.09 0.71 -0.82 0.14
C -5.78 -0.23 -0.05 -0.17
C -6.82 -1.10 -0.35 0.00
C -7.27 -1.91 0.68 -0.08
C -6.71 -1.83 1.96 -0.06
C -5.68 -0.96 2.25 0.00
C -5.21 -0.17 1.21 -0.17
H -2.46 1.62 1.94 0.04
H -3.11 0.24 2.84 0.09
H -3.89 1.84 2.95 0.11
H -5.26 0.94 -1.78 0.16
H -7.26 -1.14 -1.34 0.13
H -8.07 -2.61 0.49 0.13
H -7.11 -2.46 2.75 0.13
H -5.26 -0.90 3.25 0.13
O -7.15 -4.04 -1.71 0.14
C -6.36 -4.16 -0.64 -0.51
O -6.66 -4.89 0.26 0.15
C -5.10 -3.33 -0.59 -0.13
C -4.55 -2.71 -1.71 -0.02
C -3.40 -1.94 -1.58 -0.08
C -2.81 -1.80 -0.33 -0.58
S -1.42 -0.74 -0.14 0.57
C -3.35 -2.43 0.79 -0.07
C -4.49 -3.20 0.65 -0.01
H -6.81 -3.41 -2.35 0.09
H -4.98 -2.82 -2.69 0.12
H -2.96 -1.45 -2.44 0.12
H -2.87 -2.31 1.75 0.12
H -4.93 -3.71 1.50 0.13
```

Results
**Orbital gap**: 6.56 eV
**Lowest unoccupied orbital energy**: -0.1247 hartree
**Energy relative to the best compared isomer or geometry (same formula, charge and spin)**: 65.4 kcal per mole
**Total charge**: +1

=====

DFT (ωB97M-V/def2-TZVPD) results for a molecular structure, C40H34FIInN3O7P in a non-equilibrium geometry.

XYZ file:
```
88
Properties=species:S:1:pos:R:3:lowdin_charge:R:1
In 0.01 -0.32 0.05 0.61
C 0.66 2.62 7.10 -0.05
C 0.62 3.66 5.99 -0.18
N 0.11 3.09 4.75 -0.02
C 0.93 2.25 4.09 0.05
C 0.63 1.57 2.95 0.00
C 1.74 0.69 2.38 -0.57
O 2.69 0.45 3.08 0.09
O 1.63 0.33 1.16 -0.15
C -0.65 1.74 2.36 -0.27
O -1.09 1.21 1.32 -0.06
C -1.53 2.66 3.08 -0.04
C -2.79 2.90 2.54 0.08
C -3.65 3.78 3.11 -0.19
F -4.83 4.00 2.46 0.05
C -3.34 4.45 4.31 -0.13
C -2.09 4.17 4.87 0.06
C -1.15 3.32 4.26 -0.11
N -4.24 5.34 4.89 -0.08
C -5.62 5.44 4.42 -0.12
C -6.48 6.24 5.39 -0.09
N -6.27 5.72 6.76 0.07
C -4.83 5.82 7.20 -0.06
C -3.95 6.20 6.00 -0.14
H 1.07 3.06 8.00 0.08
H 1.28 1.78 6.81 0.08
H -0.34 2.24 7.32 0.08
H 1.64 4.03 5.79 0.13
H 0.01 4.51 6.28 0.10
H 1.92 2.10 4.50 0.15
H -3.06 2.37 1.64 0.12
H -1.84 4.62 5.81 0.08
H -6.05 4.44 4.33 0.14
H -5.68 5.92 3.44 0.14
H -7.53 6.13 5.11 0.15
H -6.25 7.31 5.37 0.14
H -6.56 4.74 6.76 0.19
H -6.88 6.22 7.43 0.19
H -4.52 4.85 7.59 0.14
H -4.74 6.57 7.98 0.14
H -2.91 6.11 6.29 0.12
H -4.10 7.25 5.72 0.14
I 2.27 -0.03 -1.90 1.18
C 2.09 1.25 -3.67 -0.49
C 3.20 1.15 -4.48 -0.16
C 3.32 1.89 -5.66 -0.06
C 2.30 2.72 -6.02 -0.03
C 1.15 2.84 -5.22 -0.15
C 0.14 3.72 -5.67 -0.02
C -1.02 3.88 -4.97 -0.04
C -1.18 3.17 -3.79 -0.09
C -0.22 2.31 -3.29 -0.26
P -0.83 1.60 -1.69 1.07
C -1.13 3.18 -0.81 -0.35
C -2.36 3.82 -0.66 -0.09
C -2.45 4.96 0.12 -0.09
C -1.33 5.46 0.76 -0.09
C -0.10 4.85 0.59 -0.07
C -0.01 3.71 -0.19 -0.09
C -2.42 0.89 -2.18 -0.37
C -3.44 0.75 -1.24 -0.10
C -4.57 0.02 -1.54 -0.06
C -4.68 -0.61 -2.77 -0.06
C -3.67 -0.49 -3.70 -0.05
C -2.54 0.26 -3.41 -0.07
C 1.00 2.10 -4.00 -0.17
H 4.00 0.48 -4.19 0.08
H 4.20 1.78 -6.27 0.11
H 2.36 3.30 -6.93 0.12
H 0.30 4.26 -6.59 0.12
H -1.79 4.54 -5.31 0.11
H -2.11 3.29 -3.24 0.10
H -3.24 3.43 -1.14 0.11
H -3.41 5.45 0.23 0.11
H -1.42 6.33 1.40 0.10
H 0.78 5.26 1.07 0.11
H 0.95 3.22 -0.31 0.12
H -3.33 1.19 -0.26 0.09
H -5.37 -0.07 -0.82 0.11
H -5.55 -1.21 -2.99 0.11
H -3.74 -0.99 -4.66 0.11
H -1.74 0.33 -4.13 0.12
O -2.23 -3.42 1.30 0.10
C -1.55 -2.59 0.74 -0.55
O -0.85 -1.69 1.35 -0.08
C -1.52 -2.56 -0.83 -0.55
O -2.21 -3.34 -1.45 0.11
O -0.76 -1.66 -1.36 -0.15
```

Results
**Orbital gap**: 5.88 eV
**Lowest unoccupied orbital energy**: -0.1346 hartree
**Total charge**: +1